C6H11N3O | ωB97M-V with the def2-TZVPD basis set

CARTESIAN COORDINATES (ANGSTROEM)
N -0.120 -2.442 -0.712
H 0.461 -1.932 1.375
H -1.027 -0.184 1.309
H 2.006 1.947 -0.627
H 2.000 2.748 3.159
C 0.869 2.076 1.386
H -0.716 -2.518 -3.502
C -1.662 -0.674 -0.686
C -1.075 -1.720 -1.428
H 0.320 2.460 3.215
C 2.020 1.666 0.453
H 3.033 2.050 0.617
N 1.250 2.288 2.734
H -1.834 -1.100 -3.339
N -1.025 -0.752 0.528
C -1.516 -2.047 -2.876
H -2.263 -2.696 -2.728
H -2.573 -0.076 -0.850
O -0.312 1.993 1.111
C -0.041 -1.730 0.447
H 2.206 0.643 0.414

The spin multiplicity is 1. As for the HOMO energy: -8.101 eV.

C6H11N3O | ωB97M-V with the def2-TZVPD basis set

CARTESIAN COORDINATES (ANGSTROEM)
N 1.984 -1.306 -0.843
C 2.449 -0.234 -1.614
N -1.466 0.996 0.966
C -1.096 -0.038 -2.423
H 2.487 -1.962 -0.276
H -1.965 -0.969 3.439
H -1.930 0.130 0.611
C 0.274 -0.241 -1.808
O 0.007 1.106 2.901
H 0.061 -2.112 -0.291
H 3.412 0.140 -1.418
H -0.927 1.602 0.341
C -0.924 0.725 2.267
C 0.632 -1.355 -0.887
N 1.394 0.495 -2.166
H -1.747 0.395 -1.673
H -3.012 -0.263 2.183
H -1.584 -0.919 -2.595
H -2.613 0.422 3.724
C -2.093 -0.061 2.864
H -1.073 0.618 -3.351

The spin multiplicity is 1. As for the HOMO energy: -8.281 eV.

C6H11N3O | ωB97M-V with the def2-TZVPD basis set

CARTESIAN COORDINATES (ANGSTROEM)
C -1.278 2.797 0.994
H 0.218 -3.126 -2.176
H 1.085 -1.682 -2.264
H 2.561 -1.790 -0.103
C -1.102 1.694 0.040
H 1.383 1.327 1.703
H 1.538 -2.181 1.360
H 1.892 -3.539 0.072
C -0.141 2.798 1.776
H -1.757 0.283 -1.199
N -0.018 0.972 0.389
H -1.995 3.516 0.962
C 0.425 -1.816 -0.247
C 0.223 -2.098 -1.752
C 1.669 -2.424 0.310
N -1.813 1.259 -1.081
H 0.287 3.404 2.508
H -0.643 -1.507 -2.042
H -2.717 1.678 -1.119
O -0.339 -1.212 0.446
N 0.523 1.646 1.421

The spin multiplicity is 3. Its expectation value of S² is 2.033. As for the HOMO energy (alpha / beta): -3.751 / -8.427 eV.

C6H11N3OSi | ωB97M-V with the def2-TZVPD basis set

CARTESIAN COORDINATES (ANGSTROEM)
C -1.120 1.666 -0.191
O -0.043 2.063 2.885
C 0.564 -1.551 2.847
C 0.801 -1.748 0.601
H -0.611 2.079 0.684
H 1.882 1.873 -1.650
C 1.486 0.922 -1.999
H 0.945 -2.307 -0.334
Si -0.066 0.263 -1.014
H -1.776 -0.255 -2.667
C 0.139 -0.261 2.675
C -1.325 -0.904 -1.922
H 0.702 -1.991 3.855
N 0.277 -0.627 0.491
H 2.300 0.243 -1.875
N 0.954 -2.324 1.886
H -1.962 1.223 0.295
H -1.399 2.514 -0.802
H -2.085 -1.052 -1.197
H -0.975 -1.706 -2.465
H 1.323 1.021 -3.081
N -0.013 0.858 2.979

The spin multiplicity is 1. As for the HOMO energy: -8.627 eV.

In eV, the ΔE to the lowest compared entry with this formula, charge and spin values for the records above are, in order, 1.577, 2.292, 0.602, 3.893.